Arrangement A

Formula: C5H15N2O
Source: the OMol25 dataset
Level of theory: ωB97M-V with the def2-TZVPD basis set

Each line ends with the natural charge from an NBO analysis.
Element x y z (Å)
N -2.39583 -1.08333 0.83196  -1.083
C -1.58975 -0.16313 1.68302  -0.302
C -0.67746 0.79187 0.91490  -0.269
N 0.32324 -0.10730 0.24559  -0.442
C 1.61490 0.56149 0.70026  -0.447
C 0.16944 0.12301 -1.26549  -0.254
C 1.36893 -0.47240 -1.97939  -0.093
O 2.38181 0.55105 -2.03516  -0.734
H -2.00699 -1.20215 -0.11654  0.381
H -3.41053 -0.69310 0.66266  0.243
H -2.28547 -2.09595 1.16529  0.308
H -0.96350 -0.81110 2.35080  0.217
H -2.13578 0.31543 2.52346  0.228
H -1.33376 1.28182 0.17626  0.196
H -0.34234 1.71190 1.40195  0.221
H 1.93943 1.35992 0.01558  0.208
H 1.54748 1.12062 1.64631  0.195
H 2.45326 -0.10619 0.77083  0.202
H 0.05092 1.20540 -1.31453  0.194
H -0.79064 -0.27616 -1.53078  0.194
H 1.75702 -1.28537 -1.27964  0.175
H 1.25442 -0.99854 -2.91872  0.188
H 3.07120 0.27221 -2.64863  0.474

Properties
2S+1: 2
E_LUMO (spin up / spin down): 0.028 / 0.026 Eh

=====

Arrangement B

Formula: C5H15N2O
Source: the OMol25 dataset
Level of theory: ωB97M-V with the def2-TZVPD basis set

Each line ends with the natural charge from an NBO analysis.
Element x y z (Å)
C -1.66686 -1.09561 -0.63391  -0.217
C -1.11416 -1.04710 0.80013  -0.408
C 0.16632 -1.86591 0.92696  -0.642
N -2.92503 -0.30805 -0.73563  -0.830
H -1.94365 -2.11932 -0.86239  0.192
H -0.88705 -0.79296 -1.38030  0.165
H -1.91022 -1.42520 1.45159  0.230
H -0.99490 0.01338 1.13040  0.159
H 0.93032 -1.64081 0.07543  0.199
H 0.00438 -2.93231 0.83927  0.230
H 0.60435 -1.77203 1.93240  0.211
H -3.27112 -0.40352 -1.70410  0.361
H -2.70223 0.68951 -0.60533  0.351
O 2.28290 3.26019 0.04210  -0.747
C 1.86796 2.55969 -0.89436  0.000
C 1.41840 1.15617 -0.65888  -0.300
N 1.43782 0.91485 0.82599  -0.713
H 1.84766 2.90680 -1.94395  0.111
H 0.39688 0.98224 -1.02338  0.189
H 2.04633 0.39664 -1.11084  0.160
H 2.08279 0.14799 1.02330  0.411
H 1.80904 1.76398 1.29083  0.464
H 0.52009 0.61140 1.21468  0.424

Properties
2S+1: 2
E_LUMO (spin up / spin down): 0.017 / 0.011 Eh

=====

Energies relative to the most stable structure are arrangement A 0.0614; arrangement B 0.0000, reported in hartree.

=====

Arrangement A

Formula: C20H21ClN4O2
Source: the OMol25 dataset
Level of theory: ωB97M-V with the def2-TZVPD basis set

Each line ends with the natural charge from an NBO analysis.
Element x y z (Å)
C 4.31183 -2.52692 3.02438  -0.429
C 3.01001 -2.36228 3.29888  -0.153
C 1.93360 -3.26091 2.83587  -0.488
C 1.31361 -2.73895 1.52526  -0.029
C 1.62085 -3.34812 0.30178  0.332
O 2.39070 -4.47423 0.27666  -0.542
C 3.73229 -4.04800 -0.16772  -0.270
C 0.79239 -3.03868 -0.87918  0.128
N 0.94851 -3.73038 -2.07133  -0.803
C -0.21048 -2.14293 -0.77315  -0.278
C -0.39922 -1.39800 0.43867  -0.103
C -1.38414 -0.39367 0.60065  0.434
N -2.25533 0.05762 -0.35681  -0.597
C -1.75151 0.60416 -1.62835  -0.248
C -2.08837 1.99310 -1.48072  -0.040
C -1.03428 2.88098 -1.02573  -0.179
C -1.35948 4.27214 -1.10867  -0.272
C -2.51875 4.75782 -1.66633  0.254
O -2.79292 6.04979 -2.06800  -0.501
C -2.25524 7.12286 -1.27410  -0.268
C -3.42189 3.90751 -2.33147  -0.039
Cl -4.64563 4.64191 -3.33295  0.037
C -3.25080 2.52962 -2.10665  -0.235
N -1.64156 0.25450 1.72858  -0.521
C -0.90969 -0.12641 2.81575  0.254
N 0.03256 -1.09332 2.75314  -0.495
C 0.26331 -1.72875 1.54033  0.145
H 4.72218 -3.41284 2.48078  0.180
H 5.11070 -1.84891 3.40951  0.204
H 2.64527 -1.42777 3.81450  0.220
H 1.12070 -3.21580 3.61013  0.251
H 2.37840 -4.25936 2.70852  0.232
H 3.90821 -3.04180 0.16102  0.200
H 4.42820 -4.60767 0.42182  0.197
H 3.86875 -4.13743 -1.29078  0.185
H 1.60821 -4.51327 -1.97443  0.396
H 0.21881 -3.70579 -2.65378  0.382
H -0.82635 -2.00465 -1.66750  0.205
H -2.99893 0.66378 0.06886  0.414
H -2.10058 0.04865 -2.51321  0.195
H -0.71254 0.52557 -1.79628  0.215
H -0.02400 2.61394 -0.66687  0.231
H -0.61393 5.01685 -0.91026  0.222
H -2.71602 8.08928 -1.40817  0.205
H -2.37900 6.95791 -0.15219  0.183
H -1.16196 7.31707 -1.49840  0.174
H -3.79884 1.77489 -2.70153  0.227
H -1.10763 0.50690 3.68949  0.189

Properties
SMILES: C=CCc1c(OC)c(N)cc2c(NCc3ccc(OC)c(Cl)c3)ncnc12
2S+1: 1
E_LUMO: 0.015 Eh

=====

Arrangement B

Formula: C20H21ClN4O2
Source: the OMol25 dataset
Level of theory: ωB97M-V with the def2-TZVPD basis set

Each line ends with the natural charge from an NBO analysis.
Element x y z (Å)
C 3.28940 2.77311 2.22554  -0.609
C 1.85673 3.13751 2.14413  -0.420
C 1.47338 3.89738 0.94492  -0.086
C 1.65642 5.26751 0.85371  -0.161
C 1.58538 6.02375 -0.27046  -0.243
C 1.11224 5.37046 -1.38307  -0.186
C 0.73712 4.08888 -1.43309  -0.243
C 0.98856 3.32007 -0.24028  0.188
N 0.66256 1.98987 -0.19111  -0.607
C 0.08095 1.16574 -1.13832  0.672
O -0.88033 1.40279 -1.84087  -0.582
C 0.22169 -0.35248 -0.97070  -0.288
N -0.93394 -1.05986 -0.49194  -0.434
C -1.09770 -1.34839 0.86164  0.684
O -0.44762 -0.61775 1.61848  -0.621
C -1.72386 -2.68656 1.41242  -0.105
C -0.90619 -3.53301 2.47195  -0.388
C -0.04416 -4.39856 1.64930  -0.422
C -0.78578 -4.73062 0.35452  -0.197
N -1.80029 -3.67906 0.27431  -0.437
C -2.01471 -3.15672 -0.99527  0.351
N -2.58556 -4.03429 -1.86506  -0.411
C -2.87098 -3.59003 -3.10665  0.016
C -2.66737 -2.26358 -3.54207  -0.088
Cl -3.06188 -1.97189 -5.23528  0.000
C -2.09583 -1.35555 -2.66229  -0.210
C -1.71181 -1.80766 -1.34356  0.084
H 3.71104 2.28583 1.38248  0.210
H 3.53131 2.10270 3.15288  0.211
H 4.00795 3.57726 2.43613  0.215
H 1.25832 2.17110 2.05800  0.193
H 1.47460 3.60321 3.13156  0.234
H 2.08188 5.79456 1.64003  0.197
H 1.97814 7.04689 -0.24245  0.220
H 0.85917 6.00582 -2.26270  0.207
H 0.28454 3.61425 -2.23339  0.232
H 1.08060 1.54594 0.60374  0.411
H 1.10640 -0.60990 -0.39728  0.212
H 0.39333 -0.81872 -1.96888  0.235
H -2.68554 -2.48267 1.84479  0.225
H -0.32113 -3.03622 3.22761  0.240
H -1.63305 -4.11551 3.05282  0.213
H 0.87846 -3.96706 1.41652  0.203
H 0.10553 -5.28088 2.10564  0.216
H -1.28441 -5.70856 0.37204  0.198
H -0.02706 -4.82647 -0.48316  0.197
H -3.02289 -4.38638 -3.83581  0.206
H -1.81362 -0.36628 -3.10149  0.271

Properties
SMILES: CCc1ccccc1NC(=O)CN1C(=O)[C@@H]2CCCN2c2ncc(Cl)cc21
2S+1: 1
E_LUMO: 0.017 Eh

=====

Energies relative to the most stable structure are arrangement A 0.0671; arrangement B 0.0000, reported in hartree.

=====

Arrangement A

Formula: C5H6ClNO
Source: the OMol25 dataset
Level of theory: ωB97M-V with the def2-TZVPD basis set

Each line ends with the natural charge from an NBO analysis.
Element x y z (Å)
C -1.36602 -0.48853 -0.97472  -0.513
C -1.37816 -0.64964 0.27646  0.117
O -0.50056 -0.19263 1.32394  -0.500
C 0.63505 0.57670 0.95680  -0.014
C 0.01109 1.73712 0.31165  0.254
N -0.49860 2.62169 -0.25187  -0.293
C 1.47535 -0.34814 -0.03533  -0.484
Cl 3.05155 0.17109 -0.10728  0.036
H -0.95140 0.44450 -1.54418  0.222
H -2.00406 -0.97904 -1.65439  0.225
H -1.97119 -1.57849 0.48340  0.209
H 1.31981 0.61698 1.79991  0.254
H 1.35595 -1.35297 0.42945  0.228
H 0.82121 -0.57866 -1.01385  0.259

Properties
SMILES: C=CO[C@H](C#N)CCl
2S+1: 1
E_LUMO: 0.027 Eh

=====

Arrangement B

Formula: C5H6ClNO
Source: the OMol25 dataset
Level of theory: ωB97M-V with the def2-TZVPD basis set

Each line ends with the natural charge from an NBO analysis.
Element x y z (Å)
O -2.66163 -1.63985 -0.19406  -0.589
C -1.68589 -0.85960 -0.16938  0.708
C -0.96884 -0.06664 1.06951  -0.519
C -0.30879 0.68536 -0.00128  -0.072
C 1.29040 0.79707 -0.02840  -0.240
C 2.08733 -0.20044 -0.26577  -0.199
Cl 1.58200 -1.86351 -0.00291  -0.032
N -0.93493 -0.11971 -1.02933  -0.623
H -1.73731 0.44193 1.69304  0.243
H -0.25969 -0.77637 1.64606  0.247
H -0.62585 1.75371 -0.16585  0.197
H 1.85405 1.80479 -0.15836  0.231
H 3.21948 -0.13814 -0.35080  0.230
H -0.85033 0.18138 -2.04247  0.418

Properties
SMILES: O=C1C[C@@H](/C=C\Cl)N1
2S+1: 1
E_LUMO: 0.024 Eh

=====

Energies relative to the most stable structure are arrangement A 0.0534; arrangement B 0.0000, reported in hartree.

=====

Arrangement A

Formula: C3H9NS2
Source: the OMol25 dataset
Level of theory: ωB97M-V with the def2-TZVPD basis set

Each line ends with the natural charge from an NBO analysis.
Element x y z (Å)
S 3.67859 0.57119 -1.12417  -0.612
S 1.91508 -0.38359 0.48017  -0.219
C 0.94985 0.82051 -0.20444  -0.593
C -0.49629 0.52403 0.04711  -0.378
C -1.09855 -0.82410 0.11614  -0.239
N -2.54162 -0.61765 0.37464  -0.851
H 4.49967 -0.21787 -0.33471  0.104
H 1.08517 1.87355 0.18744  0.186
H 1.08564 0.88692 -1.28130  0.189
H -0.57934 0.86537 1.14664  0.163
H -1.26169 1.11209 -0.56402  0.189
H -0.90228 -1.28984 -0.80175  0.173
H -0.63961 -1.30679 0.86724  0.188
H -3.01476 -1.27970 -0.22623  0.350
H -2.67983 -0.73411 1.31725  0.348

Properties
2S+1: 2
E_LUMO (spin up / spin down): 0.136 / 0.130 Eh
Total charge: -1

=====

Arrangement B

Formula: C3H9NS2
Source: the OMol25 dataset
Level of theory: ωB97M-V with the def2-TZVPD basis set

Each line ends with the natural charge from an NBO analysis.
Element x y z (Å)
S -1.14496 3.78089 2.46776  -0.977
S 0.04618 -3.03952 -1.11413  -0.175
C 0.66533 -0.97205 -1.51384  -0.397
C -0.09053 0.08656 -0.68081  -0.265
N -0.44101 -0.07125 0.74063  -0.646
C -0.17614 1.07496 1.59797  -0.448
H 1.22923 -3.38555 -1.52540  0.130
H 1.28655 -0.47146 -2.24896  0.226
H -0.09260 -1.54076 -1.95137  0.187
H -1.07286 -0.05714 -1.16846  0.173
H 0.19885 1.11424 -0.94418  0.212
H -0.02711 -0.97140 0.96215  0.352
H -0.80924 2.00127 1.37205  0.244
H 0.81554 1.48302 1.34951  0.157
H -0.38724 0.96818 2.65708  0.226

Properties
2S+1: 2
E_LUMO (spin up / spin down): 0.063 / 0.063 Eh
Total charge: -1

=====

Arrangement C

Formula: C3H9NS2
Source: the OMol25 dataset
Level of theory: ωB97M-V with the def2-TZVPD basis set

Each line ends with the natural charge from an NBO analysis.
Element x y z (Å)
N -1.37461 -0.30811 1.29890  -0.843
C 0.08568 -0.33441 1.34289  -0.239
C 0.69796 1.07504 1.12534  -0.569
S 1.45179 1.38440 -0.52071  -0.363
S -0.20954 1.12143 -1.77472  -0.317
C 0.09455 -0.55132 -2.51417  -0.747
H -1.84260 -0.02843 2.14865  0.344
H -1.74314 -1.19726 0.98461  0.352
H 0.43858 -0.82977 2.25226  0.157
H 0.42788 -0.88362 0.46453  0.201
H -0.04579 1.86452 1.24774  0.203
H 1.51051 1.26281 1.82373  0.215
H -0.86924 -1.03500 -2.60615  0.210
H 0.65234 -0.40906 -3.43287  0.201
H 0.72563 -1.13121 -1.84003  0.196

Properties
2S+1: 2
E_LUMO (spin up / spin down): 0.134 / 0.138 Eh
Total charge: -1

=====

Arrangement D

Formula: C3H9NS2
Source: the OMol25 dataset
Level of theory: ωB97M-V with the def2-TZVPD basis set

Each line ends with the natural charge from an NBO analysis.
Element x y z (Å)
S 2.26476 0.73700 -0.04735  -0.699
S 0.98097 -0.72469 -0.69208  -0.265
C -0.41178 0.38850 -1.19901  -0.530
C -1.27662 0.55633 0.04900  -0.248
N -1.93948 -0.65935 0.46580  -0.650
C -2.83226 -0.45667 1.67762  -0.425
H 2.66860 0.36396 1.11905  0.093
H -0.91566 -0.11135 -2.00207  0.220
H 0.17332 1.36131 -1.36847  0.228
H -0.67189 0.91979 0.89214  0.178
H -1.87098 1.56821 -0.11426  0.178
H -1.31302 -1.38031 0.77812  0.377
H -3.35748 0.54313 1.69067  0.190
H -3.58882 -1.30975 1.74307  0.185
H -2.35527 -0.46546 2.66645  0.168

Properties
2S+1: 2
E_LUMO (spin up / spin down): 0.126 / 0.126 Eh
Total charge: -1

=====

Energies relative to the most stable structure are arrangement A 0.0000; arrangement B 0.1610; arrangement C 0.0117; arrangement D 0.0378, reported in hartree.